[1]
86
Properties=species:S:1:pos:R:3 method="wB97M-V/def2-TZVPD" largest_force_ev_per_a=1.3 e_lumo_ev="-8.5 / -10.6" e_homo_ev="-15.29 / -15.27" charge=+3 multiplicity=4 total_energy_ha=-10310.20198
Mn -1.76403 -0.36428 1.79395
O -4.29287 4.99278 5.18935
C -3.62391 4.00007 5.92203
C -3.21044 2.90744 4.98196
C -2.54369 1.77794 5.44591
C -2.16966 0.80465 4.55039
N -2.43398 0.89088 3.23725
C -3.09420 1.98064 2.76925
C -3.48549 2.99489 3.62148
C -3.40202 1.98999 1.30989
C -4.11422 2.99444 0.68370
C -4.40583 2.88251 -0.67403
C -5.16568 3.96559 -1.38319
O -5.57546 3.47470 -2.63215
C -3.97467 1.74625 -1.34788
C -3.25563 0.79226 -0.65600
N -2.96356 0.90851 0.64323
H -4.52357 5.72828 5.76705
H -4.26135 3.56144 6.69984
H -2.72360 4.38546 6.41640
H -2.30742 1.65513 6.49448
H -1.63550 -0.07302 4.87763
H -4.00647 3.86524 3.25492
H -4.45505 3.85651 1.23993
H -4.49976 4.83288 -1.48334
H -6.01238 4.27355 -0.75867
H -6.02249 4.16915 -3.12759
H -4.21079 1.61459 -2.39332
H -2.88723 -0.10090 -1.14764
Br -0.09543 -1.97437 3.21015
C -0.71564 -3.07671 4.71289
Br -2.59778 -3.01166 5.01081
H -0.19462 -2.70320 5.58533
H -0.42815 -4.08948 4.46296
C -4.39671 -3.50083 0.87830
C -4.22605 -2.30808 1.75443
N -5.24207 -1.87810 2.47480
O -3.10924 -1.73019 1.80927
H -5.40758 -3.89808 0.90362
H -3.69463 -4.26929 1.20250
H -4.13678 -3.22651 -0.14377
H -6.12969 -2.35557 2.46208
H -5.12974 -1.09346 3.09874
O -0.22459 0.73506 1.42849
C 0.09953 0.02414 0.40393
O -0.66774 -0.96074 0.17915
C 1.33207 0.34427 -0.36712
C 1.38423 -0.21116 -1.79728
Ge 3.23896 -0.67619 -2.26407
C 3.75117 -2.28136 -1.28877
C 2.82509 -2.93367 -0.47190
C 3.18758 -4.07304 0.22977
C 4.47320 -4.58504 0.11046
C 5.39495 -3.96171 -0.71781
C 5.03422 -2.82091 -1.41894
C 3.39711 -1.42131 -4.11232
C 4.22016 -0.78853 -5.07387
C 4.16832 -1.20301 -6.37684
C 3.39121 -2.33680 -6.72570
C 2.64353 -3.03291 -5.76404
C 2.69786 -2.61894 -4.46044
C 4.37895 0.87539 -2.13863
C 5.75939 0.76603 -1.96106
C 6.55146 1.90193 -1.88682
C 5.97333 3.15983 -1.98848
C 4.60254 3.28310 -2.16622
C 3.81118 2.14698 -2.24067
H 2.14739 -0.04129 0.26153
H 1.45118 1.42873 -0.34034
H 1.01291 0.53217 -2.50315
H 0.75314 -1.09396 -1.90280
H 1.80994 -2.56149 -0.37967
H 2.46699 -4.56859 0.86714
H 4.75355 -5.47670 0.65476
H 6.39214 -4.36721 -0.82214
H 5.76347 -2.35937 -2.07406
H 4.81773 0.06896 -4.79002
H 4.71542 -0.67637 -7.14729
H 3.41250 -2.69436 -7.74776
H 2.07425 -3.90616 -6.04996
H 2.19223 -3.18110 -3.68431
H 6.23025 -0.20406 -1.86635
H 7.61945 1.80627 -1.74540
H 6.59250 4.04485 -1.93054
H 4.15319 4.26348 -2.25035
H 2.74311 2.26275 -2.39704

***

[2]
45
Properties=species:S:1:pos:R:3 method="wB97M-V/def2-TZVPD" largest_force_ev_per_a=0.5 e_lumo_ev=0.8 relative_energy_kj_mol=0.0 e_homo_ev=-9.26 total_energy_ha=-867.21870
C 1.01794 0.31100 3.82169
C 1.40307 1.78864 3.61139
C 1.20553 2.24921 2.16211
C -0.26600 2.17679 1.71875
N -0.44237 1.33651 0.52317
C -1.83204 1.26484 0.01653
C -2.87071 1.10177 1.11773
C -2.68351 -0.19250 1.93507
C 0.40455 1.77851 -0.51564
O 0.74845 2.91433 -0.72370
O 0.75219 0.74902 -1.29117
C 1.52494 1.08784 -2.46736
O 1.62780 -0.04741 -3.23377
C 2.46446 -1.06995 -2.69523
C 1.63848 -2.21467 -2.13276
O 0.71185 -2.67027 -3.09284
C -0.64607 -2.75978 -2.69357
C -1.21251 -4.11759 -3.07443
H 0.05560 0.20161 4.32738
H 1.76427 -0.21113 4.42611
H 0.94666 -0.20900 2.85982
H 0.82492 2.43149 4.28216
H 2.46097 1.92292 3.86059
H 1.82467 1.60721 1.52645
H 1.58030 3.26922 2.04369
H -0.66218 3.18998 1.55767
H -0.84772 1.71551 2.52061
H -1.89612 0.38154 -0.63038
H -2.07047 2.14106 -0.60482
H -2.89098 1.97732 1.77232
H -3.84416 1.08672 0.61638
H -3.56397 -0.83658 1.85867
H -2.52990 0.00994 2.99756
H -1.82827 -0.76595 1.56644
H 2.49558 1.47004 -2.13027
H 0.99070 1.84470 -3.04191
H 3.11266 -1.41862 -3.50269
H 3.07367 -0.65244 -1.88303
H 1.12993 -1.86362 -1.22881
H 2.31469 -3.04207 -1.87311
H -1.20522 -1.95845 -3.19455
H -0.73414 -2.61201 -1.61096
H -1.07678 -4.29679 -4.14266
H -2.27794 -4.16087 -2.83324
H -0.69282 -4.90802 -2.52536

***

[3]
14
Properties=species:S:1:pos:R:3 method="wB97M-V/def2-TZVPD" largest_force_ev_per_a=9.0 e_lumo_ev=1.1 relative_energy_kj_mol=293.9 e_homo_ev=-7.81 total_energy_ha=-212.43922
C -0.44268 -0.28215 -2.15440
C -0.47568 -0.97862 -0.85450
C 0.01203 -1.03132 0.33327
N 0.52939 0.47472 0.66122
C 0.34893 1.12405 1.93596
H -0.51583 0.79246 -1.99343
H 0.48810 -0.48486 -2.68716
H -1.27992 -0.59295 -2.78092
H -0.68929 -2.17821 -0.71972
H -0.13607 -1.60299 1.23105
H 1.29436 0.83817 0.10860
H 1.28505 1.46171 2.39546
H -0.13738 0.43500 2.63554
H -0.28101 2.02498 1.88903

***

[4]
79
Properties=species:S:1:pos:R:3 method="wB97M-V/def2-TZVPD" largest_force_ev_per_a=3.6 e_lumo_ev=-0.9 relative_energy_kj_mol=922.7 e_homo_ev=-4.73 charge=-1 total_energy_ha=-4106.22783
O 3.99041 -0.74757 -0.38805
V 2.46749 -0.34372 -0.79121
O 1.37462 -1.38334 -0.28727
C 1.56822 4.90669 2.98311
C 1.38270 3.55551 2.39607
C -0.13778 3.25208 2.31317
O 1.98159 3.31395 1.19856
H 1.03729 4.94468 3.93431
H 1.01920 5.59621 2.34183
H 2.63281 5.13852 3.01488
H 1.68137 2.78531 3.10719
H -0.71807 3.27256 3.23563
H -0.40659 2.30268 1.85006
H -0.55766 4.02132 1.66504
C 3.83896 0.37820 -6.67290
C 3.47743 0.45399 -5.20104
O 3.73676 1.40688 -4.42974
O 2.92304 -0.55048 -4.68409
H 3.02425 -0.08647 -7.22826
H 4.70055 -0.23544 -6.93600
H 4.08949 1.29923 -7.19923
C 8.47899 1.84462 -1.53805
O 7.44042 2.40537 -0.66166
H 8.19343 2.09497 -2.55976
H 9.46418 2.27883 -1.36791
H 8.68382 0.77404 -1.54097
H 7.47611 1.91666 0.16387
O -3.80691 1.92080 -4.66839
S -2.36235 2.01781 -4.81714
O -1.52761 1.45443 -3.75369
O -1.90761 1.35690 -6.27178
C -2.61781 1.65774 -7.45979
C -4.00483 1.11516 -7.50726
C -1.79052 3.81851 -5.05372
H -2.08226 1.10457 -8.23135
H -2.71153 2.70121 -7.76058
H -4.78644 1.77134 -7.12436
H -4.01061 0.10698 -7.09298
H -4.31320 0.96475 -8.54186
H -2.35809 4.25085 -5.87776
H -0.75975 3.76890 -5.40465
H -1.79740 4.35734 -4.10624
O -2.14167 -2.66466 6.77447
S -1.51282 -1.34900 7.04972
O -2.31860 -0.12148 6.86618
O -1.15745 -1.36606 8.70133
C -0.78880 -0.12830 9.27929
C -1.78008 0.39746 10.33107
C 0.20434 -1.32681 6.40390
H -0.69632 0.65152 8.52336
H 0.22898 -0.26111 9.64613
H -2.80642 0.44876 9.96764
H -1.48915 1.37542 10.71456
H -1.87225 -0.26634 11.19070
H 0.18524 -1.37587 5.31517
H 0.86900 -2.09839 6.79246
H 0.54905 -0.32936 6.67663
O -6.08968 -5.26373 -2.50646
S -6.84115 -4.04433 -2.14016
O -8.30193 -3.99139 -1.99904
O -6.10370 -3.43418 -0.75667
C -4.73977 -3.70775 -0.52283
C -4.07310 -2.49789 0.05501
C -6.29380 -2.67445 -3.26613
H -4.17843 -4.01198 -1.40626
H -4.64685 -4.52145 0.19644
H -4.59190 -1.95297 0.84368
H -3.95932 -1.72551 -0.70564
H -3.09971 -2.82981 0.41618
H -7.15759 -2.02575 -3.41155
H -6.06771 -3.22697 -4.17811
H -5.30839 -2.29713 -2.99282
C 6.82476 -4.10131 2.32302
N 5.52054 -4.72641 1.98690
O 4.46610 -4.25435 2.46203
O 5.63172 -5.63190 1.15982
H 7.59828 -4.30636 1.58294
H 7.18010 -4.30656 3.33283
H 6.75215 -3.01633 2.24792